DFT (ωB97M-V with the def2-TZVPD basis set) results for a cluster of 4 separate species, C38H73N2O8S5 in total at a distorted geometry.

Output
lowest unoccupied orbital energy (spin up / spin down): -0.06 / -0.06 eV
⟨S²⟩: 0.75
2S+1: 2
total charge: 0
molar mass: 846.3 u
DFT total energy: -4193.94561 Eh

Structure (XYZ):
```
126
Properties=species:S:1:pos:R:3:mulliken_spin:R:1
C -1.26 -1.34 -6.33 0.000
C -0.73 -2.78 -6.43 0.000
C 0.76 -2.97 -6.05 0.000
C 1.46 -1.79 -5.40 0.000
C 2.87 -2.15 -4.94 0.000
C 3.46 -1.22 -3.87 0.000
C 2.84 -1.43 -2.50 0.000
C 3.48 -0.52 -1.40 0.002
C 3.60 0.95 -1.81 -0.007
C 3.08 2.00 -0.79 -0.036
C 4.14 2.17 0.32 0.022
C 4.07 1.18 1.50 -0.016
C 3.47 1.85 2.74 0.014
S 3.18 0.60 4.06 0.000
C 1.43 0.23 4.01 0.001
S 0.37 1.40 4.46 0.000
N 1.13 -1.06 3.63 0.000
C 1.55 -1.39 2.25 0.000
C 0.43 -2.02 1.44 0.000
O -0.70 -1.18 1.51 0.000
C -1.27 -1.16 2.81 0.000
C -0.24 -1.51 3.91 0.000
C 3.06 3.34 -1.57 0.014
C 2.17 4.48 -0.99 0.011
C 1.70 5.35 -2.18 0.033
C 2.98 5.43 -0.11 -0.005
N 0.96 3.98 -0.28 0.404
O 0.92 4.24 0.97 0.509
C 0.55 2.60 -0.64 0.011
C -0.65 2.25 0.27 -0.011
C 0.04 2.44 -2.07 0.025
C 1.68 1.63 -0.27 0.064
H -1.29 -1.06 -5.27 0.000
H -0.59 -0.64 -6.82 0.000
H -2.28 -1.26 -6.69 0.000
H -1.37 -3.42 -5.82 0.000
H -0.88 -3.10 -7.46 0.000
H 1.30 -3.29 -6.95 0.000
H 0.81 -3.82 -5.37 0.000
H 1.53 -0.97 -6.11 0.000
H 0.85 -1.43 -4.57 0.000
H 2.81 -3.14 -4.47 0.000
H 3.55 -2.24 -5.79 0.000
H 4.52 -1.48 -3.82 0.000
H 3.37 -0.19 -4.23 0.000
H 1.76 -1.29 -2.48 0.000
H 3.07 -2.45 -2.20 0.000
H 4.48 -0.93 -1.26 0.000
H 2.88 -0.66 -0.50 0.000
H 3.00 1.11 -2.71 -0.001
H 4.62 1.24 -2.07 0.001
H 5.11 2.04 -0.16 0.000
H 4.14 3.17 0.74 -0.002
H 3.51 0.28 1.30 0.002
H 5.09 0.90 1.76 -0.001
H 4.16 2.55 3.19 0.002
H 2.49 2.29 2.52 0.001
H 2.42 -2.07 2.24 0.000
H 1.81 -0.47 1.73 -0.003
H 0.20 -3.05 1.75 0.000
H 0.75 -2.02 0.40 0.000
H -1.67 -0.18 3.00 0.000
H -2.08 -1.90 2.89 0.000
H -0.58 -1.19 4.88 0.000
H -0.19 -2.61 3.96 0.000
H 2.80 3.18 -2.62 0.004
H 4.08 3.72 -1.58 0.000
H 1.42 4.75 -3.05 0.003
H 0.91 6.02 -1.87 -0.010
H 2.54 5.96 -2.50 0.003
H 3.91 5.67 -0.63 0.000
H 2.44 6.37 -0.01 0.000
H 3.22 5.02 0.87 0.010
H -1.38 3.05 0.23 -0.008
H -0.35 2.07 1.30 0.011
H -1.09 1.32 -0.10 0.002
H 0.76 2.76 -2.83 0.001
H -0.90 2.98 -2.20 -0.014
H -0.14 1.38 -2.23 0.001
H 1.65 1.56 0.81 -0.035
H 1.35 0.65 -0.63 0.000
C 2.94 5.76 7.42 0.000
C 2.28 4.53 6.78 0.000
C 2.92 4.33 5.41 0.000
S 4.58 4.99 5.53 0.000
O 4.70 6.14 4.66 0.000
O 5.54 3.92 5.47 0.000
C 4.44 5.57 7.22 0.000
H 2.69 5.85 8.48 0.000
H 2.61 6.67 6.92 0.000
H 2.45 3.65 7.40 0.000
H 1.20 4.66 6.69 0.000
H 2.98 3.28 5.13 -0.001
H 2.40 4.89 4.63 0.001
H 5.02 6.49 7.33 0.000
H 4.84 4.79 7.87 0.000
C -5.15 -4.24 -2.00 0.000
C -5.39 -5.24 -3.13 0.000
C -4.59 -4.76 -4.35 0.000
S -3.19 -3.84 -3.70 0.000
O -3.32 -2.46 -4.08 0.000
O -1.97 -4.57 -3.93 0.000
C -3.65 -3.99 -1.98 0.000
H -5.51 -4.61 -1.04 0.000
H -5.68 -3.31 -2.21 0.000
H -5.04 -6.23 -2.83 0.000
H -6.45 -5.34 -3.37 0.000
H -4.21 -5.58 -4.96 0.000
H -5.17 -4.08 -4.97 0.000
H -3.36 -3.09 -1.45 0.000
H -3.11 -4.85 -1.57 0.000
C -7.02 -4.46 3.24 0.000
C -7.42 -2.98 3.16 0.000
C -7.73 -2.67 1.68 0.000
S -8.27 -4.22 0.95 0.000
O -7.30 -4.62 -0.04 0.000
O -9.67 -4.14 0.62 0.000
C -8.04 -5.22 2.41 0.000
H -6.99 -4.81 4.27 0.000
H -6.02 -4.59 2.81 0.000
H -8.32 -2.81 3.76 0.000
H -6.65 -2.32 3.54 0.000
H -8.51 -1.93 1.57 0.000
H -6.83 -2.35 1.15 0.000
H -7.72 -6.22 2.12 0.000
H -9.01 -5.28 2.92 0.000
```

***

DFT (ωB97M-V with the def2-TZVPD basis set) results for a cluster of 8 separate species, C38H73N8O3P in total at a distorted geometry.

Output
lowest unoccupied orbital energy: 0.00 eV
2S+1: 1
total charge: 0
molar mass: 721.0 u
DFT total energy: -2496.24112 Eh

Structure (XYZ):
```
123
Properties=species:S:1:pos:R:3:mulliken_charge:R:1
C 3.91 0.64 3.41 -0.873
C 3.72 -0.17 2.17 0.283
C 3.11 0.42 0.77 -0.615
P 1.27 0.03 0.44 0.648
C 1.45 -1.83 0.82 -0.291
C 1.04 -2.30 2.33 0.734
O 0.92 -1.24 3.33 -0.399
C -0.27 -3.29 2.20 -0.737
N -1.60 -2.61 2.43 -0.585
O 1.07 1.69 -0.06 -0.502
C -0.31 1.95 -0.53 -0.449
C -1.04 2.90 0.62 -0.280
O -1.77 2.06 1.61 -0.407
C -1.15 2.31 2.95 -0.234
C -1.90 1.53 4.18 -0.937
H 2.98 0.96 4.10 0.139
H 4.98 0.95 3.79 0.250
H 4.01 -1.32 2.25 0.197
H 3.22 1.60 0.76 0.381
H 3.80 0.01 -0.10 0.263
H 0.16 0.23 1.33 -0.202
H 0.93 -0.35 -0.94 -0.115
H 0.79 -2.42 0.02 -0.182
H 2.57 -2.15 0.58 0.234
H 1.93 -3.01 2.70 -0.127
H 0.06 -0.74 3.28 0.171
H -0.35 -3.87 1.18 0.177
H -0.16 -4.12 3.04 0.344
H -1.72 -1.75 1.85 0.209
H -1.74 -2.40 3.46 0.299
H -0.32 2.57 -1.53 0.331
H -0.90 0.92 -0.69 0.091
H -1.81 3.58 0.02 0.223
H -0.25 3.57 1.21 0.307
H -1.21 3.47 3.19 0.395
H -0.02 2.00 2.93 0.257
H -1.95 2.31 5.08 0.292
H -1.29 0.61 4.57 0.198
H -3.00 1.22 3.92 0.208
C -0.56 -4.51 -3.24 -0.675
C 0.81 -4.87 -3.81 -0.503
C 1.54 -5.93 -2.97 -0.434
C 1.77 -5.39 -1.57 0.351
N 1.97 -4.95 -0.41 -0.538
H -0.47 -4.06 -2.25 0.124
H -1.05 -3.78 -3.89 0.255
H -1.20 -5.39 -3.16 0.285
H 1.42 -3.97 -3.89 0.282
H 0.68 -5.26 -4.83 0.336
H 2.51 -6.17 -3.43 0.304
H 0.95 -6.85 -2.92 0.288
C -6.20 4.78 1.39 -1.289
C -5.80 3.31 1.25 -0.599
C -4.35 3.13 0.80 0.427
C -4.16 3.77 -0.57 0.143
N -4.00 4.31 -1.70 -0.607
H -6.14 5.30 0.43 0.342
H -7.23 4.86 1.74 0.353
H -5.55 5.30 2.10 0.357
H -6.48 2.83 0.54 0.320
H -5.94 2.81 2.22 0.344
H -4.11 2.06 0.73 0.131
H -3.66 3.59 1.51 0.166
C 7.87 1.07 -2.69 -1.299
C 6.48 1.43 -2.17 -0.303
C 6.40 1.42 -0.64 0.033
C 6.73 0.04 -0.11 0.214
N 7.01 -1.11 0.33 -0.565
H 8.16 0.05 -2.40 0.359
H 7.88 1.11 -3.78 0.300
H 8.62 1.76 -2.31 0.383
H 5.75 0.72 -2.58 0.151
H 6.21 2.42 -2.54 0.374
H 5.39 1.70 -0.31 -0.046
H 7.11 2.15 -0.21 0.473
C -3.30 -0.04 -3.62 -1.008
C -4.65 -0.57 -4.08 -0.530
C -4.94 -1.98 -3.56 -0.360
C -3.88 -2.94 -4.07 0.299
N -3.00 -3.74 -4.50 -0.598
H -2.47 -0.64 -4.00 0.364
H -3.15 0.98 -3.99 0.357
H -3.24 -0.02 -2.52 0.192
H -4.68 -0.56 -5.17 0.314
H -5.44 0.10 -3.73 0.329
H -5.92 -2.32 -3.91 0.312
H -4.94 -2.00 -2.47 0.275
C 6.17 -2.02 4.51 -0.840
C 6.47 -3.39 5.10 -0.591
C 5.63 -4.51 4.47 -0.344
C 4.16 -4.23 4.69 0.318
N 2.93 -4.00 4.87 -0.550
H 5.14 -1.72 4.67 0.256
H 6.81 -1.26 4.97 0.370
H 6.37 -2.01 3.43 0.184
H 6.28 -3.35 6.18 0.313
H 7.53 -3.62 4.97 0.339
H 5.89 -5.47 4.92 0.315
H 5.84 -4.57 3.40 0.287
C -11.33 3.70 3.89 -1.145
C -10.93 2.24 3.75 -0.451
C -9.48 2.05 3.30 -0.307
C -9.29 2.70 1.94 0.291
N -9.12 3.23 0.81 -0.546
H -11.27 4.23 2.93 0.359
H -12.36 3.79 4.24 0.329
H -10.68 4.22 4.61 0.299
H -11.61 1.75 3.04 0.291
H -11.07 1.74 4.72 0.310
H -9.24 0.99 3.23 0.337
H -8.79 2.51 4.02 0.270
C 5.70 2.61 -6.95 -1.094
C 4.44 1.80 -7.22 -0.446
C 3.93 1.05 -5.98 -0.260
C 4.99 0.08 -5.49 0.220
N 5.87 -0.73 -5.09 -0.520
H 6.54 1.96 -6.65 0.326
H 6.01 3.14 -7.85 0.327
H 5.54 3.34 -6.16 0.292
H 4.64 1.08 -8.02 0.290
H 3.66 2.47 -7.58 0.316
H 3.02 0.50 -6.22 0.298
H 3.70 1.76 -5.18 0.282
```

***

DFT (ωB97M-V with the def2-TZVPD basis set) results for a structure of composition C38H74MgO24S8 at a distorted geometry.

Output
lowest unoccupied orbital energy (spin up / spin down): -4.62 / -6.32 eV
⟨S²⟩: 0.80
2S+1: 2
total charge: +1
molar mass: 1195.8 u
DFT total energy: -6683.21288 Eh

Structure (XYZ):
```
145
Properties=species:S:1:pos:R:3:mulliken_spin:R:1
Mg -2.45 1.09 -2.23 -0.002
C 1.34 -0.27 -1.44 0.305
C -0.08 0.18 -1.56 0.175
C -0.88 0.43 -0.26 -0.120
O -2.03 0.86 -0.40 -0.002
C -0.22 0.32 1.06 0.146
C 1.09 -0.03 1.11 -0.144
C 1.88 -0.38 -0.16 0.134
O 3.08 -0.86 -0.22 0.372
O 1.65 -0.03 2.28 0.063
O -0.66 0.45 -2.61 0.119
H 1.92 -0.60 -2.29 -0.017
H -0.82 0.53 1.93 -0.007
C 3.91 -5.15 -0.14 0.000
C 2.39 -5.17 -0.20 -0.003
C 1.83 -3.96 -0.73 0.031
O 0.95 -4.31 -1.72 -0.006
C 1.00 -5.56 -1.97 -0.001
O 0.44 -6.19 -2.87 0.000
O 1.90 -6.07 -1.21 0.000
H 4.36 -6.10 0.15 0.000
H 4.27 -4.39 0.55 0.000
H 4.44 -5.00 -1.08 0.000
H 1.96 -5.27 0.79 0.000
H 2.64 -3.38 -1.17 -0.005
H 1.42 -3.23 -0.04 -0.020
C 5.61 0.89 3.37 0.000
C 5.17 -0.52 3.87 0.000
C 4.88 -1.52 2.69 0.001
O 5.39 -2.73 3.15 0.000
C 6.29 -2.47 4.16 0.000
O 6.97 -3.34 4.70 0.000
O 6.26 -1.14 4.49 0.000
H 5.75 1.61 4.17 0.000
H 4.87 1.34 2.71 0.000
H 6.63 0.76 3.00 0.000
H 4.31 -0.59 4.53 0.000
H 5.31 -1.25 1.73 0.000
H 3.81 -1.65 2.55 -0.002
C -3.83 -0.66 3.49 0.000
C -4.01 -1.40 2.16 -0.003
C -4.60 -2.80 2.30 0.000
O -5.59 -2.88 1.29 0.000
C -5.90 -1.64 0.84 0.000
O -6.74 -1.41 -0.02 0.000
O -4.99 -0.78 1.36 0.000
H -3.30 0.29 3.46 0.000
H -3.11 -1.15 4.15 0.000
H -4.77 -0.55 4.02 0.000
H -3.07 -1.37 1.60 0.002
H -5.05 -2.98 3.27 0.000
H -3.79 -3.51 2.11 0.000
C 5.39 1.50 -2.91 -0.001
C 4.37 2.05 -1.95 -0.050
C 5.04 2.20 -0.60 0.010
O 5.08 3.66 -0.50 0.001
C 4.63 4.26 -1.55 -0.001
O 4.60 5.52 -1.70 0.000
O 4.09 3.36 -2.31 -0.001
H 6.35 2.02 -3.00 0.001
H 5.05 1.56 -3.95 0.000
H 5.65 0.48 -2.66 0.000
H 3.51 1.40 -1.84 0.056
H 6.04 1.77 -0.69 0.000
H 4.47 1.78 0.22 -0.004
C -1.80 -3.02 -2.90 0.003
S -3.00 -2.15 -1.81 -0.002
O -3.17 -0.70 -2.18 -0.015
C -4.49 -3.05 -2.33 0.000
H -0.84 -2.51 -2.94 -0.002
H -2.14 -3.21 -3.92 0.000
H -1.56 -4.01 -2.50 0.000
H -5.38 -2.42 -2.38 0.000
H -4.60 -4.01 -1.82 0.000
H -4.38 -3.44 -3.34 0.000
C 0.27 3.80 -1.44 -0.010
S -1.18 4.14 -2.49 0.000
O -1.73 2.74 -2.77 -0.003
C -2.36 4.68 -1.16 -0.001
H -0.13 3.28 -0.57 0.002
H 0.81 4.68 -1.09 0.001
H 0.99 3.13 -1.93 0.005
H -3.40 4.58 -1.46 0.000
H -2.10 5.74 -1.08 0.000
H -2.29 4.06 -0.27 0.000
C -6.49 2.99 -0.98 0.000
S -5.15 1.81 -0.64 -0.001
O -4.13 1.89 -1.77 -0.002
C -4.41 2.60 0.84 0.000
H -7.16 2.87 -0.12 0.000
H -6.90 2.90 -1.99 0.000
H -6.08 4.00 -0.92 0.000
H -5.17 2.39 1.59 0.000
H -4.16 3.66 0.88 0.000
H -3.45 2.15 1.09 0.000
C -0.18 0.97 4.99 0.001
S -0.76 0.65 6.73 0.000
O 0.46 0.66 7.67 0.000
C -1.60 2.23 6.93 0.000
H 0.66 0.31 4.79 0.000
H 0.16 1.99 4.80 0.000
H -0.97 0.79 4.26 0.000
H -2.25 2.47 6.08 0.000
H -0.78 2.95 6.96 0.000
H -2.22 2.28 7.82 0.000
C 2.44 2.15 -6.09 0.000
S 2.74 0.52 -5.27 0.000
O 3.69 -0.35 -6.13 0.000
C 0.98 -0.08 -5.39 -0.002
H 2.03 1.96 -7.08 0.000
H 3.44 2.56 -6.25 0.000
H 1.81 2.82 -5.49 0.000
H 0.89 -1.05 -4.89 0.001
H 0.47 -0.17 -6.35 0.000
H 0.34 0.49 -4.72 0.001
C -5.70 0.68 -4.72 0.000
S -3.89 0.73 -5.28 0.000
O -3.13 0.93 -3.95 -0.004
C -3.72 -1.03 -5.61 0.000
H -6.39 0.61 -5.56 0.000
H -5.99 1.53 -4.11 0.000
H -5.79 -0.26 -4.17 0.000
H -4.15 -1.71 -4.87 0.000
H -2.65 -1.20 -5.69 0.000
H -4.32 -1.40 -6.44 0.000
C 2.33 3.55 1.59 0.011
S 1.49 3.84 3.15 0.000
O 1.55 5.31 3.45 0.000
C -0.19 3.57 2.43 0.004
H 2.03 2.57 1.21 -0.008
H 3.41 3.61 1.72 0.000
H 1.97 4.30 0.88 0.000
H -0.29 2.52 2.14 0.001
H -0.64 4.17 1.64 0.000
H -0.84 3.74 3.29 0.000
C -0.45 -3.37 3.39 -0.004
S 0.48 -4.93 3.01 0.000
O -0.07 -5.22 1.58 0.000
C 2.00 -3.91 2.95 0.001
H -1.43 -3.66 3.77 0.000
H -0.41 -2.67 2.56 0.001
H -0.12 -2.84 4.28 0.000
H 2.20 -3.67 3.99 0.000
H 2.09 -2.93 2.50 0.000
H 2.77 -4.59 2.59 0.000
```